No. 1
{"formula": "ClH12Na2O10", "method": "ωB97M-V/def2-TZVPD", "spin_multiplicity": 2, "homo_energy_ha": [-0.1748, -0.3734], "homo_lumo_gap_ev": [3.0, 9.3], "elements": ["Na", "Na", "Cl", "O", "O", "O", "O", "O", "H", "H", "O", "H", "H", "O", "H", "H", "O", "H", "H", "O", "H", "H", "O", "H", "H"], "xyz": [[-1.2303, 3.7497, 3.1939], [-1.7287, -1.0521, 4.0694], [-0.8746, 0.0313, 0.9550], [-1.8009, -1.0442, 1.1487], [0.4594, -0.5173, 0.9404], [-1.0374, 0.8327, -0.2403], [-1.0067, 1.0243, 2.0171], [3.6675, -0.2961, 0.8660], [3.7503, -0.0011, -0.0408], [3.1945, -1.1261, 0.8062], [0.4676, -0.2544, -2.8448], [0.3290, -0.1636, -1.9021], [1.0243, 0.4884, -3.0782], [-1.3598, 3.4569, -2.0865], [-1.0705, 2.8056, -1.4475], [-2.2267, 3.1568, -2.3596], [-2.1254, -1.2765, -2.3015], [-2.2302, -1.7977, -3.0975], [-1.7976, -0.4316, -2.6093], [-0.1559, -2.9167, -1.2521], [-0.7327, -2.1580, -1.3410], [0.0166, -2.9782, -0.3126], [2.5205, 0.2743, 3.5635], [2.2326, -0.3451, 4.2342], [1.7149, 0.5389, 3.1195]], "mulliken_spin": [0.67, 0.45, -0.20, 0.02, 0.01, -0.05, 0.11, 0.00, 0.00, 0.00, 0.00, 0.00, 0.00, 0.00, 0.00, 0.00, 0.00, 0.00, 0.00, 0.00, 0.00, 0.00, 0.00, 0.00, 0.00]}

=====

No. 2
{"formula": "ClH12O6", "method": "ωB97M-V/def2-TZVPD", "spin_multiplicity": 2, "homo_energy_ha": [-0.4252, -0.4245], "homo_lumo_gap_ev": [11.6, 5.0], "elements": ["Cl", "O", "H", "H", "O", "H", "H", "O", "H", "H", "O", "H", "H", "O", "H", "H", "O", "H", "H"], "xyz": [[0.0960, -0.0294, -0.2952], [2.5245, -0.1692, 1.5623], [1.7118, -0.4375, 1.1336], [2.5546, 0.7805, 1.4466], [-1.1315, 2.8097, 1.3881], [-0.7674, 1.9258, 1.4374], [-2.0559, 2.7013, 1.6115], [1.3572, 1.3970, -2.8339], [1.8393, 2.1711, -2.5429], [1.0317, 0.9993, -2.0263], [-0.9750, 0.4040, 2.5928], [-1.7602, -0.1423, 2.6275], [-0.6279, 0.2697, 1.7109], [-2.0876, -2.3987, -0.2481], [-1.3697, -1.7765, -0.1306], [-1.8877, -3.1128, 0.3571], [0.7574, -2.1042, -2.6062], [0.6591, -1.4568, -1.9080], [0.1314, -1.8310, -3.2767]], "mulliken_spin": [0.93, 0.08, -0.02, 0.00, 0.02, 0.00, 0.00, 0.01, 0.00, 0.00, 0.01, 0.00, -0.01, 0.00, -0.01, 0.00, 0.00, -0.01, 0.00]}

=====

No. 3
{"formula": "ClH16O8", "method": "ωB97M-V/def2-TZVPD", "charge": -1, "homo_energy_ha": -0.1758, "homo_lumo_gap_ev": 7.5, "elements": ["Cl", "O", "H", "H", "O", "H", "H", "O", "H", "H", "O", "H", "H", "O", "H", "H", "O", "H", "H", "O", "H", "H", "O", "H", "H"], "xyz": [[-32.3552, 10.3452, -20.0130], [-30.9302, 5.6883, -18.1488], [-30.8837, 5.7294, -17.1936], [-30.7412, 6.5814, -18.4369], [-29.5891, 7.4245, -23.2014], [-30.1544, 7.8029, -22.5280], [-30.1830, 7.2101, -23.9207], [-36.4498, 8.0604, -17.5180], [-35.7585, 8.5822, -17.9254], [-36.4696, 8.3568, -16.6081], [-32.2207, 13.5156, -15.9879], [-32.5682, 13.3082, -15.1204], [-32.5910, 12.8447, -16.5614], [-35.8456, 13.6478, -19.6457], [-35.2125, 12.9591, -19.8482], [-36.5205, 13.2087, -19.1281], [-27.7473, 9.1962, -18.2834], [-28.4482, 9.7078, -18.6874], [-27.8333, 9.3695, -17.3460], [-33.8579, 8.4295, -24.6064], [-34.6881, 7.9548, -24.5668], [-33.7251, 8.7554, -23.7162], [-28.9364, 12.7350, -23.1713], [-29.2886, 12.2573, -23.9223], [-29.5791, 12.5963, -22.4757]], "lowdin_charge": [-0.93, -0.06, 0.02, 0.03, -0.06, 0.03, 0.02, -0.06, 0.03, 0.02, -0.06, 0.02, 0.03, -0.06, 0.02, 0.02, -0.06, 0.03, 0.02, -0.06, 0.02, 0.03, -0.06, 0.03, 0.03]}

=====

Computed energy above the lowest of the compared OMol25 structures with the same formula, charge and spin (kJ/mol) in order:
64.8, 44.9, 211.7